{
  "formula": "C51H43O3P2PdSSi",
  "method": "ωB97M-V/def2-TZVPD",
  "elements": ["Pd", "O", "C", "O", "C", "C", "C", "C", "C", "C", "S", "H", "H", "H", "H", "O", "C", "C", "C", "C", "C", "C", "P", "C", "C", "C", "C", "C", "C", "C", "C", "C", "C", "C", "C", "C", "C", "C", "C", "C", "C", "P", "C", "C", "C", "C", "C", "C", "C", "C", "C", "C", "C", "C", "H", "H", "H", "H", "H", "H", "H", "H", "H", "H", "H", "H", "H", "H", "H", "H", "H", "H", "H", "H", "H", "H", "H", "H", "H", "H", "H", "H", "C", "Si", "C", "C", "C", "C", "C", "C", "C", "H", "H", "H", "H", "H", "H", "H", "H", "H", "H", "H"],
  "positions_angstrom": [[-0.4430, -0.6828, 0.2292], [3.2220, -0.1315, -2.8009], [2.2406, -0.7290, -2.3489], [1.5047, -0.3326, -1.3749], [1.8359, -2.0684, -2.9255], [2.4613, -2.4147, -4.1251], [2.2051, -3.6047, -4.7785], [1.2984, -4.4930, -4.2083], [0.6741, -4.1782, -3.0145], [0.9124, -2.9645, -2.3328], [-0.0029, -2.8522, -0.8150], [3.1651, -1.6977, -4.5294], [2.7061, -3.8455, -5.7093], [1.0755, -5.4390, -4.6943], [-0.0289, -4.8747, -2.5700], [0.8683, 2.3469, -0.6319], [2.1722, 2.5168, -0.2737], [2.9627, 3.5889, -0.6613], [4.2460, 3.7086, -0.1501], [4.7357, 2.7778, 0.7514], [3.9525, 1.6782, 1.0785], [2.6858, 1.5018, 0.5331], [1.7719, -0.0677, 0.8624], [1.7677, 0.1324, 2.7293], [0.9456, 1.1540, 3.2201], [0.7905, 1.3736, 4.5809], [1.4611, 0.5669, 5.4928], [2.2893, -0.4436, 5.0282], [2.4458, -0.6583, 3.6579], [3.0330, -1.3871, 0.6894], [4.2402, -1.2218, 0.0149], [5.1117, -2.2950, -0.1394], [4.7887, -3.5408, 0.3775], [3.5855, -3.7158, 1.0507], [2.7125, -2.6484, 1.1984], [-0.0375, 3.2855, -1.0182], [0.1009, 4.6603, -0.8731], [-0.9137, 5.4942, -1.3269], [-2.0599, 4.9741, -1.9060], [-2.2136, 3.5939, -1.9833], [-1.2215, 2.7358, -1.5268], [-1.4271, 0.9022, -1.4417], [-1.0923, 0.4126, -3.1748], [-1.5008, -0.8475, -3.6179], [-1.2426, -1.2579, -4.9182], [-0.5307, -0.4342, -5.7801], [-0.0805, 0.8009, -5.3351], [-0.3654, 1.2247, -4.0418], [-3.2755, 0.8282, -1.3418], [-3.8146, 1.0842, -0.0788], [-5.1815, 1.0365, 0.1483], [-6.0443, 0.7141, -0.8936], [-5.5265, 0.4641, -2.1550], [-4.1519, 0.5259, -2.3808], [2.6058, 4.3069, -1.3828], [4.8588, 4.5469, -0.4583], [5.7241, 2.8932, 1.1788], [4.3417, 0.9179, 1.7445], [0.4057, 1.7731, 2.5099], [0.1311, 2.1597, 4.9314], [1.3302, 0.7180, 6.5584], [2.8183, -1.0764, 5.7333], [3.1040, -1.4464, 3.3170], [4.4840, -0.2715, -0.4382], [6.0338, -2.1572, -0.6916], [5.4638, -4.3783, 0.2420], [3.3130, -4.6912, 1.4380], [1.7681, -2.7907, 1.7011], [0.9649, 5.0871, -0.3897], [-0.7983, 6.5650, -1.2171], [-2.8393, 5.6343, -2.2718], [-3.1307, 3.1735, -2.3807], [-1.9996, -1.5200, -2.9320], [-1.5601, -2.2404, -5.2464], [-0.2987, -0.7695, -6.7845], [0.5065, 1.4340, -5.9910], [-0.0055, 2.1911, -3.7071], [-3.1464, 1.3028, 0.7395], [-5.5692, 1.2239, 1.1442], [-7.1130, 0.6555, -0.7199], [-6.1918, 0.2147, -2.9738], [-3.7711, 0.3437, -3.3753], [-3.2484, -2.4255, 1.3924], [-1.6677, -1.6080, 2.0256], [-0.7643, -2.9951, 2.9261], [-2.3015, -0.4685, 3.4166], [-2.9440, -0.9967, 4.5438], [-3.4772, -0.1743, 5.5321], [-3.3792, 1.2087, 5.4185], [-2.7363, 1.7607, 4.3162], [-2.2017, 0.9267, 3.3364], [-3.7469, -2.9655, 2.2115], [-2.9975, -3.1408, 0.5977], [-3.9473, -1.6865, 0.9817], [-1.4551, -3.5924, 3.5393], [0.0278, -2.5957, 3.5753], [-0.3039, -3.6643, 2.1860], [-3.0268, -2.0778, 4.6556], [-3.9720, -0.6116, 6.3929], [-3.7972, 1.8510, 6.1853], [-2.6365, 2.8383, 4.2271], [-1.6683, 1.3611, 2.4969]],
  "lowdin_spin": [0.848, 0.002, 0.006, 0.072, 0.005, -0.001, 0.003, 0.002, 0.019, 0.038, 0.296, 0.000, 0.000, 0.000, 0.005, 0.007, 0.001, 0.000, 0.000, 0.002, 0.006, 0.025, 0.139, 0.023, 0.011, 0.000, 0.006, 0.001, 0.008, 0.010, 0.005, 0.000, 0.003, 0.000, 0.002, 0.000, 0.000, 0.000, 0.000, 0.000, 0.000, 0.049, 0.009, 0.002, 0.000, 0.002, 0.000, 0.003, 0.007, 0.007, 0.001, 0.001, 0.001, 0.001, 0.000, 0.000, 0.000, 0.001, 0.003, 0.000, 0.000, 0.000, 0.000, 0.000, 0.000, 0.000, 0.000, 0.000, 0.000, 0.000, 0.000, 0.000, 0.000, 0.000, 0.000, 0.000, 0.000, 0.004, 0.000, 0.000, 0.000, 0.000, 0.050, 0.195, 0.027, 0.042, 0.007, 0.002, 0.000, 0.000, 0.013, 0.009, 0.001, 0.001, 0.005, 0.000, 0.000, 0.001, 0.000, 0.000, 0.000, 0.010],
  "e_tot_ha": -3693.3457,
  "multiplicity": 3,
  "homo_energy_ev": [-3.604, -4.280],
  "charge": -1,
  "gap_ev": [6.1, 5.8]
}